A cluster of 2 separate species, CBrClFN3 in total at a distorted geometry, computed with ωB97M-V/def2-TZVPD.

Last column: Löwdin charge in e.
Atoms and positions in Å:
N -0.21294 0.54783 -2.87832  0.18
C -0.33709 0.02637 -1.85602  -0.32
N -0.38862 -0.63304 -0.72110  -0.04
N -1.01165 -0.59665 0.33399  -0.43
Cl -2.30423 0.41160 0.64324  0.62
F 1.80271 0.92733 1.92148  -0.67
Br 2.45183 -0.68344 2.55673  0.66

Summary:
- Orbital gap: 8.58 eV
- LUMO: -2.016 eV
- SMILES: N#C/N=N\Cl.FBr

=====

A structure of composition C41H48F3N5PPb, computed with ωB97M-V/def2-TZVPD.

Last column: Löwdin charge in e.
Atoms and positions in Å:
Pb 2.23725 0.27627 -1.65465  1.22
N 3.05856 5.01917 -2.28337  0.19
C 2.54855 3.78738 -2.30453  -0.07
N 3.09535 2.77817 -1.67365  0.05
C 4.21418 2.99962 -0.94569  -0.22
N 4.86172 1.98331 -0.30201  0.15
N 4.32187 0.78738 -0.45702  -0.09
C 5.08150 -0.19780 -0.04606  0.03
C 4.60284 -1.55659 -0.10997  -0.26
C 5.45300 -2.59908 0.23284  0.05
C 4.96285 -3.90088 0.18712  0.01
C 3.65158 -4.09897 -0.19022  0.02
C 2.86460 -2.99213 -0.53657  -0.10
N 3.32121 -1.75383 -0.50567  -0.02
C 4.80000 4.28332 -0.84055  -0.05
C 5.95490 4.56474 -0.07860  0.02
C 6.46933 5.82764 -0.08989  0.01
C 5.86487 6.85323 -0.86323  0.03
C 4.73318 6.61934 -1.60169  0.03
C 4.19426 5.33367 -1.58540  -0.12
H 2.59471 5.75393 -2.80831  0.19
H 1.64038 3.63641 -2.87592  0.16
H 6.08137 0.00358 0.33211  0.16
H 6.47537 -2.39698 0.52669  0.14
H 5.59872 -4.73865 0.44248  0.14
H 3.23145 -5.09556 -0.23100  0.13
H 1.83615 -3.12128 -0.85806  0.10
H 6.41459 3.77798 0.50088  0.13
H 7.35045 6.05646 0.49457  0.14
H 6.30563 7.84176 -0.87099  0.14
H 4.26700 7.40685 -2.18151  0.14
F -4.83180 5.22060 1.20889  0.16
C -3.95213 5.34279 2.21486  -0.60
F -3.59390 6.62722 2.28118  0.16
F -4.58091 5.01985 3.34455  0.17
C -2.76821 4.44257 1.95433  -0.09
C -1.67852 4.92472 1.24248  0.02
C -0.68703 4.04923 0.83690  -0.02
C -0.77866 2.68722 1.13414  -0.24
C -1.82919 2.23714 1.92891  -0.02
C -2.82458 3.11203 2.33394  0.03
C 0.13794 1.76351 0.51239  -0.14
C 0.90294 0.99383 -0.03599  -0.28
H -1.61688 5.97925 1.01095  0.13
H 0.17232 4.41030 0.28455  0.11
H -1.86935 1.19869 2.23792  0.09
H -3.64657 2.76356 2.94609  0.14
C -2.45360 -5.89360 -1.38954  -0.18
C -1.21729 -5.85334 -0.49466  -0.18
C -1.06881 -4.48327 0.20096  -0.19
C -1.68408 -3.37355 -0.66771  -0.42
C -1.45548 -3.67268 -2.15969  -0.20
C -2.32199 -4.88428 -2.54818  -0.17
P -1.19374 -1.68902 -0.21705  1.26
C -2.36146 -0.43458 -0.82238  -0.39
C -3.85692 -0.86024 -0.71857  -0.17
C -4.46314 -1.11970 -2.09553  -0.18
C -4.41350 0.14133 -2.97559  -0.16
C -3.13887 0.97342 -2.72544  -0.18
C -2.00476 0.07539 -2.23668  -0.21
C -0.94295 -1.39205 1.55591  -0.42
C 0.26769 -2.06370 2.21220  -0.20
C 0.46821 -1.46152 3.61481  -0.17
C -0.87085 -1.16713 4.32499  -0.17
C -1.98830 -2.05119 3.77826  -0.17
C -2.27463 -1.71996 2.30246  -0.17
H -3.34383 -5.67820 -0.79268  0.12
H -2.59286 -6.89664 -1.78837  0.12
H -0.33381 -6.06281 -1.10479  0.12
H -1.26254 -6.63568 0.26159  0.12
H -0.00903 -4.28526 0.38478  0.09
H -1.56095 -4.50219 1.17484  0.11
H -2.77202 -3.34853 -0.52049  0.12
H -0.39593 -3.89754 -2.31973  0.11
H -1.70111 -2.81808 -2.79076  0.09
H -1.87896 -5.36775 -3.41928  0.12
H -3.31210 -4.54163 -2.85433  0.11
H -2.17136 0.39791 -0.13554  0.09
H -4.39029 -0.03115 -0.24571  0.13
H -4.00088 -1.71906 -0.06468  0.09
H -5.49508 -1.44420 -1.96782  0.13
H -3.94419 -1.95090 -2.58594  0.10
H -5.29262 0.75667 -2.78338  0.12
H -4.46565 -0.15013 -4.02494  0.12
H -3.32393 1.74906 -1.97449  0.12
H -2.84084 1.49072 -3.63754  0.12
H -1.05739 0.61890 -2.19350  0.08
H -1.88257 -0.75600 -2.93664  0.10
H -0.76044 -0.31351 1.57800  0.06
H 1.16624 -1.89180 1.61194  0.09
H 0.11511 -3.13910 2.28511  0.10
H 1.05098 -0.54125 3.53221  0.11
H 1.06007 -2.15861 4.20937  0.12
H -1.14915 -0.11598 4.19750  0.11
H -0.76004 -1.32711 5.39577  0.12
H -2.90875 -1.90671 4.34318  0.13
H -1.71641 -3.10465 3.88443  0.12
H -2.93325 -0.85128 2.23831  0.11
H -2.80487 -2.55892 1.84680  0.10

Summary:
- Net charge: +3
- Orbital gap (alpha / beta): 6.11 / 4.23 eV
- LUMO (alpha / beta): -9.600 / -11.468 eV

=====

One value per record, in order, for E: -3336.25728; -2697.73385 hartree.